# C3H5BrFN

A cluster of 2 separate species, C3H5BrFN in total (wB97M-V/def2-TZVPD, OMol25).

Structure (XYZ):
```
11
Properties=species:S:1:pos:R:3:forces:R:3
F -0.781486 1.642077 -0.680077 0.5 0.6 -1.0
C 1.067572 -0.190251 -0.132898 -3.5 0.1 1.6
N -0.944740 1.194053 0.559366 -1.4 -0.8 1.1
H 1.027155 -1.380337 -1.699994 0.2 -0.9 -1.3
H -0.612469 -1.000028 -1.024942 -2.7 -0.7 0.1
Br -3.109316 -0.774379 -0.175109 0.2 0.3 0.2
H -0.159641 -0.266419 1.847094 0.8 1.5 -2.0
H 2.071846 0.074209 -0.233384 1.5 0.0 0.1
C 0.399325 -0.973000 -0.965570 3.7 1.1 0.2
H 0.818239 1.193244 1.511240 0.7 0.9 0.7
C 0.223510 0.480832 0.994272 0.1 -2.1 0.3
```
Forces are in eV/Å.

Properties
**Molar mass**: 154.0 g/mol
**HOMO energy (spin up / spin down)**: -0.3644 / -0.3792 Eh
**Relative energy (zero: lowest compared OMol25 entry of this formula, charge and spin)**: 4.1025 eV